{
  "formula": "C19H34F7N2O6SSi",
  "method": "ωB97M-V/def2-TZVPD",
  "symbols": ["C", "C", "O", "C", "C", "O", "C", "N", "C", "C", "C", "O", "C", "C", "C", "C", "O", "Si", "C", "C", "C", "N", "C", "S", "O", "O", "C", "F", "F", "C", "F", "F", "C", "F", "F", "F", "H", "H", "H", "H", "H", "H", "H", "H", "H", "H", "H", "H", "H", "H", "H", "H", "H", "H", "H", "H", "H", "H", "H", "H", "H", "H", "H", "H", "H", "H", "H", "H", "H", "H"],
  "xyz": [[3.1719, -3.0028, -2.4764], [1.6403, -2.8805, -2.9676], [1.5202, -1.6504, -3.7194], [1.1735, -0.5347, -2.8326], [-0.4311, -0.5108, -2.7787], [-1.0014, 0.4842, -1.8858], [-1.6137, -0.1372, -0.7124], [-2.9249, -0.7522, -0.9598], [-3.6641, -0.1389, -2.0967], [-2.8912, -2.2187, -1.0129], [-2.8579, -3.1997, 0.2489], [-2.9442, -2.7839, -2.1409], [-0.4575, -0.9529, 0.0589], [0.5389, 0.2749, 0.4610], [1.4672, -0.0446, 1.7200], [2.6263, 1.0328, 2.0055], [2.5886, 2.2072, 1.1638], [3.9730, 2.3388, 0.1217], [5.6561, 2.0395, 0.9727], [3.7372, 1.2011, -1.4313], [3.9930, 4.1397, -0.6005], [-0.3263, 1.4551, 0.8437], [-1.6946, 1.1386, 0.2788], [-3.1155, 1.3561, 1.4382], [-3.0972, 2.8224, 1.8368], [-4.4726, 1.1344, 0.8156], [-2.9246, 0.4207, 3.0639], [-1.7085, -0.2919, 3.1630], [-2.9058, 1.3667, 4.1264], [-4.1255, -0.5832, 3.3871], [-4.4719, -1.4369, 2.3316], [-3.6551, -1.4311, 4.4354], [-5.4624, 0.1042, 3.9417], [-5.6743, 1.4103, 3.5060], [-6.5457, -0.6575, 3.4266], [-5.5869, 0.0311, 5.3458], [3.3395, -2.3721, -1.5325], [3.7996, -2.5155, -3.3036], [3.5108, -4.0882, -2.3459], [1.4599, -3.7941, -3.6429], [0.8856, -2.9637, -2.1162], [1.5975, 0.3907, -3.3333], [1.6599, -0.7897, -1.8297], [-0.7704, -1.5794, -2.5985], [-0.7716, -0.2262, -3.8405], [-3.9090, 0.9708, -1.9142], [-3.1373, -0.1970, -3.1024], [-4.6622, -0.6756, -2.2146], [-3.9397, -3.2771, 0.6265], [-2.5728, -4.2304, -0.1319], [-2.1395, -2.8868, 1.0697], [-0.6865, -1.3741, 1.1052], [0.0233, -1.8583, -0.4398], [1.1840, 0.7216, -0.3672], [1.9761, -1.0501, 1.5014], [0.8675, -0.2127, 2.6896], [2.4580, 1.4047, 3.0837], [3.6191, 0.4772, 2.0152], [6.4441, 2.6051, 0.3530], [5.7097, 2.3454, 2.0663], [5.9181, 0.9249, 0.8278], [2.7384, 1.5494, -1.8886], [4.5388, 1.4288, -2.2179], [3.7400, 0.0953, -1.1610], [3.1208, 4.2533, -1.3436], [3.9113, 4.8681, 0.2695], [5.0024, 4.3027, -1.1119], [-0.0706, 2.3402, 0.3811], [-0.4972, 1.6663, 1.8410], [-1.8809, 1.9965, -0.4721]],
  "forces_ev_per_a": [[-0.32, 0.60, -0.26], [1.38, -1.29, -0.16], [-0.87, 0.17, 1.39], [-0.30, -1.03, -0.47], [0.96, -0.27, -1.95], [-0.37, -1.59, 1.23], [1.13, 0.12, 1.44], [1.31, -0.61, 0.14], [-1.14, 0.68, -1.11], [0.22, -2.73, -3.18], [-0.36, 0.51, -0.38], [-0.14, 2.14, 3.75], [0.62, 0.79, 1.54], [2.15, -0.81, 0.63], [0.38, -0.84, -0.42], [-0.65, -0.06, 1.65], [1.10, -1.38, -0.41], [0.37, 1.26, -1.16], [0.47, -0.80, -0.35], [-0.25, 0.40, 0.08], [-0.30, -0.36, 0.32], [-2.44, -0.11, -0.43], [-1.03, 0.87, -2.91], [-5.38, 5.96, -1.08], [1.90, -4.12, -0.49], [4.34, -1.32, 1.48], [0.78, -0.49, 2.94], [-1.96, 1.37, -0.79], [-0.05, -2.11, -2.73], [-0.15, -2.30, 1.09], [1.21, 2.08, 1.78], [-0.78, 1.89, -2.25], [-3.55, -0.02, 0.56], [1.01, -2.78, 1.11], [2.54, 1.71, 1.19], [0.83, 0.47, -3.59], [-0.10, -1.12, -1.17], [-0.87, -0.85, 1.17], [-0.57, 1.63, 0.05], [0.00, 1.71, 0.70], [0.92, 0.25, -0.97], [-0.55, -1.09, 0.92], [-0.70, 0.88, -1.21], [0.07, 1.49, 0.01], [0.43, -0.48, 1.64], [0.53, -1.75, 0.10], [-0.48, -0.13, 1.39], [1.42, 0.67, 0.33], [1.67, 0.29, -0.32], [-0.28, 1.47, 0.33], [-1.18, -0.30, -0.91], [-0.53, 0.72, -1.63], [-0.45, 1.70, 0.15], [-0.92, -1.11, 0.98], [-0.80, 1.36, 0.25], [0.60, 0.31, -1.63], [0.40, -0.56, -1.58], [-1.07, 0.87, -0.26], [-1.19, -0.69, 1.05], [0.05, -0.44, -1.42], [-0.26, 1.62, 0.58], [1.43, -0.80, 0.61], [-1.03, -0.44, 1.20], [-0.11, 1.32, -0.64], [1.42, 0.15, 1.11], [-0.02, -0.67, -1.27], [-1.49, -0.18, 0.55], [0.59, -0.45, 0.49], [0.93, -0.25, -0.18], [-0.49, -1.12, 1.42]],
  "lowdin_charge": [-0.0760, -0.2475, -0.1840, -0.1609, -0.1243, -0.1066, -0.3757, -0.0439, -0.0389, -0.3573, 0.0103, 0.0526, 0.0009, -0.2046, -0.0947, -0.2391, -0.2689, 0.4779, -0.1893, -0.1806, -0.1893, 0.1310, -0.1834, 0.8766, -0.2953, -0.2637, -0.3225, 0.0554, 0.0843, -0.2334, 0.0948, 0.0946, -0.3291, 0.1291, 0.1026, 0.1223, 0.0556, 0.0951, 0.0871, 0.1376, 0.1017, 0.1343, 0.0891, 0.1204, 0.1589, 0.1133, 0.1005, 0.1243, 0.1027, 0.1010, 0.0667, 0.1186, 0.1340, 0.1341, 0.1367, 0.1250, 0.1380, 0.1155, 0.0581, 0.0534, 0.0504, 0.0294, 0.0682, 0.0307, 0.0453, 0.0434, 0.0497, 0.1954, 0.1786, 0.1839],
  "charge": 1,
  "multiplicity": 1,
  "homo_lumo_gap_ev": 8.99,
  "smiles": "CCOCCO[C@@]1(N(C)C(C)=O)C[C@H](CCO[Si](C)(C)C)[NH2+][C@@H]1S(=O)(=O)C(F)(F)C(F)(F)C(F)(F)F"
}